[1]
Density functional theory data (ωB97M-V with the def2-TZVPD basis set) for a molecular structure, H16O18SV3.

XYZ file:
```
38
Properties=species:S:1:pos:R:3:mulliken_charge:R:1
O 7.3677 9.6633 21.0011 -0.48
V 7.2070 8.2031 21.5963 1.24
O 8.2339 7.2992 20.8134 -0.58
O 5.0484 11.6315 19.1019 -0.52
V 3.6729 11.0445 19.7114 1.63
O 3.6150 11.1610 21.3200 -0.53
O 6.7620 5.3515 16.9355 -0.53
V 6.4866 6.9484 16.8738 1.25
O 7.8774 7.5491 17.3605 -0.41
S 4.5106 7.7208 19.5600 0.29
O 3.2969 7.0642 19.9948 -0.44
O 5.2807 7.0931 18.4880 0.29
O 4.1971 9.0984 19.1314 -0.48
O 5.4228 7.8953 20.7208 -0.08
O 3.3125 4.7938 21.5097 -0.66
H 3.3020 5.6870 21.1248 0.33
H 4.1465 4.4044 21.2204 0.34
O 7.1148 4.5268 20.6843 -0.59
H 7.6729 4.2488 19.9501 0.32
H 7.0512 5.4815 20.5944 0.23
O 5.8838 9.1884 23.1996 -0.46
H 5.7588 8.6650 24.0061 0.36
H 5.0942 9.7473 23.1484 0.27
O 3.2545 7.9755 23.1706 -0.64
H 2.7138 7.8251 22.3977 0.38
H 4.1699 7.9083 22.8688 0.31
O 5.7421 9.0993 16.6482 -0.52
H 5.4634 9.2658 17.5632 0.30
H 5.4244 9.8620 16.1517 0.32
O 1.6020 6.3343 17.5244 -0.56
H 1.6185 6.5311 16.5816 0.28
H 2.5248 6.3281 17.7892 0.31
O 4.3656 4.0776 18.4673 -0.59
H 4.5429 4.0269 17.5224 0.29
H 4.7253 4.9261 18.7366 0.19
O 0.8576 6.5927 20.5486 -0.69
H 0.8683 5.6421 20.3931 0.32
H 1.7167 6.9087 20.2129 0.48
```

Results
Net charge: +1
Multiplicity: 1
Energy above the lowest of the compared OMol25 structures with the same formula, charge and spin (kcal/mol): 67.84
E (Eh): -4593.8167

---

[2]
Density functional theory data (ωB97M-V with the def2-TZVPD basis set) for 8 unconnected molecules or ions with the total composition H16O7S.

XYZ file:
```
24
Properties=species:S:1:pos:R:3:mulliken_charge:R:1
O -1.5513 1.3890 2.5948 -0.58
H -0.8487 1.8333 3.0776 0.30
H -1.3027 0.5629 2.2103 0.34
O 3.3692 0.7657 0.6628 -0.72
H 4.2019 0.8730 0.2179 0.31
H 3.2081 -0.2237 0.5783 0.43
O -0.4004 -0.5167 -1.9693 -0.66
H -1.4059 -0.4515 -1.8866 0.26
H -0.0681 0.1806 -1.3424 0.43
O 2.0242 -1.5987 -2.3540 -0.69
H 2.1448 -1.5736 -3.3155 0.29
H 1.0955 -1.4182 -2.2570 0.37
O 2.3537 -1.6427 0.4765 -0.69
H 1.4890 -1.7342 0.9703 0.31
H 2.1660 -1.8519 -0.4532 0.40
O 0.5370 1.5322 0.0962 -0.63
H 0.0023 1.0876 0.6875 0.23
H 1.4582 1.2542 0.3070 0.40
O -0.8201 -1.3895 1.4160 -0.72
H -1.1748 -1.1185 0.4410 0.33
H -0.6926 -2.3402 1.2947 0.31
S -2.9415 0.8630 -0.4531 -0.28
H -3.6758 1.1293 0.6140 0.14
H -3.6311 1.6685 -1.2792 0.14
```

Results
Multiplicity: 1
SMILES: O.O.O.O.O.O.O.S
Energy above the lowest of the compared OMol25 structures with the same formula, charge and spin (kcal/mol): 29.86
E (Eh): -934.4461

---

Listing HOMO level for the structures above in their given order: -12.66, -10.32 eV.